[1]
Below is C26H82BKO26 as an isolated structure, with properties calculated with ωB97M-V/def2-TZVPD.

Summary:
Kohn-Sham gap	8.817	eV
highest occupied orbital energy	-9.05	eV
maximum force	0.08629	hartree/bohr

Atoms and positions in Å:
K 1.345 15.728 -17.832
B 3.494 16.749 -20.162
H 3.624 16.236 -21.103
H 2.496 17.155 -20.105
H 3.439 16.063 -19.332
H 4.224 17.543 -20.120
C 1.898 12.255 -17.623
C 0.382 12.327 -17.247
O -0.329 13.284 -18.076
O 2.804 13.222 -17.027
H 2.070 12.247 -18.699
H 2.220 11.290 -17.232
H 0.396 12.693 -16.221
H -0.194 11.402 -17.287
H -0.844 12.809 -18.733
H 3.396 12.838 -16.377
C 6.450 14.950 -20.000
C 7.592 13.971 -19.805
O 7.157 12.641 -20.072
O 5.785 15.083 -18.761
H 5.847 14.670 -20.864
H 6.840 15.850 -20.477
H 7.759 13.962 -18.728
H 8.571 14.004 -20.284
H 6.629 12.467 -19.289
H 4.952 15.471 -19.040
C -0.575 21.711 -21.715
C -2.076 21.860 -22.272
O -2.541 20.571 -22.790
O 0.055 23.025 -21.511
H 0.110 21.375 -22.494
H -0.543 20.982 -20.906
H -2.068 22.569 -23.100
H -2.735 22.176 -21.464
H -2.276 20.376 -23.692
H -0.504 23.623 -21.010
C 5.100 19.788 -16.580
C 4.625 18.511 -17.400
O 3.821 17.734 -16.570
O 6.271 20.240 -17.300
H 5.233 19.635 -15.509
H 4.316 20.541 -16.666
H 5.424 17.858 -17.751
H 3.868 18.818 -18.121
H 4.429 17.384 -15.915
H 6.568 21.023 -16.831
C 5.159 18.163 -23.671
C 4.830 19.341 -22.735
O 3.871 20.159 -23.340
O 4.176 17.074 -23.512
H 6.054 17.695 -23.259
H 5.136 18.436 -24.726
H 5.797 19.825 -22.599
H 4.626 19.278 -21.667
H 3.500 20.745 -22.676
H 4.060 16.942 -22.569
C 4.510 15.651 -26.421
C 5.171 15.630 -27.829
O 5.975 16.739 -28.105
O 3.660 16.809 -26.241
H 5.268 15.553 -25.644
H 4.008 14.689 -26.319
H 4.266 15.692 -28.433
H 5.543 14.633 -28.065
H 5.342 17.460 -28.132
H 3.648 16.900 -25.285
C 2.674 13.128 -21.289
C 2.678 13.307 -22.832
O 3.835 13.850 -23.375
O 2.183 14.277 -20.587
H 3.690 12.853 -21.006
H 2.079 12.260 -21.004
H 1.899 14.045 -23.022
H 2.393 12.317 -23.188
H 3.764 14.803 -23.280
H 2.760 15.044 -20.556
C 8.129 18.418 -19.613
C 9.433 17.952 -20.240
O 9.323 16.799 -21.052
O 8.428 19.470 -18.709
H 7.653 17.571 -19.121
H 7.470 18.780 -20.403
H 10.233 17.891 -19.503
H 9.725 18.814 -20.840
H 10.258 16.636 -21.194
H 7.626 19.599 -18.197
C -4.005 14.830 -19.349
C -2.917 15.668 -20.032
O -2.500 16.709 -19.230
O -4.135 13.808 -20.295
H -4.939 15.387 -19.275
H -3.713 14.512 -18.348
H -3.259 16.181 -20.930
H -1.989 15.121 -20.198
H -1.871 17.213 -19.751
H -4.714 14.093 -21.006
C 0.841 16.968 -23.816
C 0.234 16.393 -22.444
O -0.657 17.370 -21.995
O 1.231 18.319 -23.592
H 0.198 16.971 -24.696
H 1.704 16.313 -23.929
H 1.066 16.094 -21.806
H -0.210 15.407 -22.584
H -0.261 18.230 -22.149
H 2.154 18.327 -23.855
C 0.454 18.634 -15.427
C -0.606 19.467 -14.615
O -0.796 18.796 -13.356
O -0.019 17.261 -15.627
H 1.421 18.606 -14.925
H 0.549 19.057 -16.427
H -1.523 19.550 -15.199
H -0.170 20.449 -14.430
H -0.277 19.282 -12.710
H -0.391 17.146 -14.750
C 5.983 12.140 -16.350
C 5.246 11.428 -15.238
O 3.983 11.980 -14.878
O 5.273 11.844 -17.598
H 6.967 11.725 -16.131
H 5.973 13.228 -16.283
H 5.850 11.383 -14.331
H 5.079 10.370 -15.437
H 3.444 11.361 -14.379
H 4.634 12.542 -17.754
C 2.514 21.255 -19.959
C 2.178 22.104 -18.743
O 1.082 22.974 -18.864
O 2.403 21.858 -21.221
H 1.954 20.333 -19.806
H 3.541 20.913 -19.828
H 3.049 22.688 -18.446
H 2.147 21.385 -17.924
H 1.231 23.634 -19.545
H 1.590 22.364 -21.157

Cartesian forces (eV/Å) of the 3 atoms listed first:
0.10 -0.13 -0.16
0.22 0.75 0.09
0.47 -2.11 -3.52



[2]
Below is C5H16IO5 as an isolated structure, with properties calculated with ωB97M-V/def2-TZVPD.

Summary:
Kohn-Sham gap	6.824	eV
highest occupied orbital energy	-3.63	eV
maximum force	0.27201	hartree/bohr
total charge	-1

Atoms and positions in Å:
I 0.253 -0.770 0.669
C 0.548 1.771 2.396
O 0.411 0.478 2.901
H -0.325 2.098 1.832
H 0.749 2.379 3.279
H 1.441 1.850 1.777
H 0.196 -0.143 2.200
C -2.319 -2.190 0.230
C -1.908 -3.240 -0.789
O -0.573 -3.600 -0.733
O -2.148 -0.910 -0.274
H -1.750 -2.364 1.143
H -3.389 -2.155 0.435
H -2.253 -3.073 -1.809
H -2.402 -4.149 -0.448
H -0.386 -4.322 -1.337
H -1.229 -0.705 -0.087
C 1.342 1.198 -1.065
C 2.082 2.491 -1.010
O 1.463 3.385 -1.881
O -0.016 1.239 -0.679
H 1.886 0.533 -0.395
H 1.360 0.780 -2.072
H 3.116 2.548 -1.350
H 1.949 2.872 0.003
H 2.085 3.656 -2.560
H -0.182 0.344 -0.375

Cartesian forces (eV/Å) of the 3 atoms listed first:
7.95 -11.09 3.07
0.38 -0.29 0.67
0.36 2.09 4.49



[3]
Below is H26HeO13 as an isolated structure, with properties calculated with ωB97M-V/def2-TZVPD.

Summary:
Kohn-Sham gap	9.537	eV
highest occupied orbital energy	-10.18	eV
maximum force	0.02371	hartree/bohr

Atoms and positions in Å:
He 2.288 -20.134 4.325
O 1.508 -22.885 2.838
H 1.418 -23.820 3.020
H 1.239 -22.455 3.650
O 3.488 -23.699 6.387
H 2.828 -23.310 5.813
H 3.782 -24.481 5.920
O 4.292 -22.865 2.583
H 4.601 -23.753 2.403
H 3.344 -22.956 2.680
O -1.045 -19.645 2.351
H -0.185 -19.841 1.982
H -1.145 -20.267 3.072
O 1.615 -19.725 0.837
H 1.551 -19.221 0.026
H 2.394 -19.379 1.274
O 2.947 -19.442 7.063
H 1.996 -19.475 6.958
H 3.161 -20.231 7.562
O 4.965 -19.657 4.882
H 4.365 -19.393 5.579
H 5.101 -20.594 5.024
O 0.040 -19.590 6.177
H 0.121 -18.642 6.074
H -0.414 -19.703 7.012
O 5.415 -22.437 4.940
H 4.861 -22.865 5.594
H 5.057 -22.722 4.100
O -0.248 -17.041 2.578
H -0.272 -16.835 3.512
H 0.054 -17.949 2.540
O 6.391 -19.457 2.383
H 5.762 -19.607 3.088
H 5.865 -19.472 1.583
O 3.207 -18.126 2.634
H 3.512 -17.229 2.498
H 3.521 -18.357 3.508
O 0.929 -22.140 5.598
H 0.384 -22.684 6.167
H 0.774 -21.246 5.901

Cartesian forces (eV/Å) of the 3 atoms listed first:
-0.07 -0.03 -0.05
0.33 -0.17 -0.47
-0.28 -0.30 -0.01



[4]
Below is C3H8Cl2NOP as an isolated structure, with properties calculated with ωB97M-V/def2-TZVPD.

Summary:
Kohn-Sham gap (spin up / spin down)	8.692 / 8.698	eV
highest occupied orbital energy (spin up / spin down)	-9.13 / -9.11	eV
maximum force	0.09646	hartree/bohr

Atoms and positions in Å:
C 2.300 1.082 0.121
C -1.277 -0.845 -0.600
C -2.141 0.053 0.261
N 1.042 0.661 -0.484
O 0.629 -1.380 2.304
P 0.431 -0.795 0.052
Cl -3.829 0.018 -0.321
Cl 1.448 -2.110 -0.970
H 2.805 1.775 -0.552
H 2.154 1.556 1.093
H 2.921 0.200 0.265
H -1.269 -0.542 -1.650
H -1.615 -1.879 -0.525
H -1.823 1.094 0.221
H -2.131 -0.293 1.295
H 0.355 1.404 -0.510

Cartesian forces (eV/Å) of the 3 atoms listed first:
0.35 0.23 0.12
0.42 0.05 0.22
-0.16 -0.03 0.05



[5]
Below is one molecule with the formula C4H8O2, with properties calculated with ωB97M-V/def2-TZVPD.

Summary:
Kohn-Sham gap	10.681	eV
SMILES	C[C@H]1COCO1
highest occupied orbital energy	-9.64	eV
maximum force	0.02710	hartree/bohr

Atoms and positions in Å:
C 1.514 0.733 -0.992
C 0.348 0.433 -0.010
C -1.324 0.394 0.025
O -1.398 -0.321 1.259
C -0.566 -1.384 0.888
O 0.678 -0.828 0.563
H 1.359 1.615 -1.615
H 2.420 0.938 -0.390
H 1.786 -0.119 -1.624
H 0.409 1.198 0.768
H -1.715 1.406 0.120
H -2.058 -0.148 -0.609
H -0.458 -2.139 1.663
H -0.995 -1.777 -0.046

Cartesian forces (eV/Å) of the 3 atoms listed first:
-0.42 0.02 -0.12
-0.37 0.36 0.03
0.55 0.44 -0.18



[6]
Below is C40H34FeGeN4OS2 as an isolated structure, with properties calculated with ωB97M-V/def2-TZVPD.

Summary:
Kohn-Sham gap (spin up / spin down)	5.084 / 5.787	eV
highest occupied orbital energy (spin up / spin down)	-9.83 / -10.48	eV
spin multiplicity	6
maximum force	0.09797	hartree/bohr
total charge	+1

Atoms and positions in Å:
Fe 0.604 0.016 -0.417
C -2.853 -1.631 1.837
C -1.762 -1.560 0.807
N -0.693 -0.858 1.070
N -0.572 -0.332 2.310
C 0.214 0.665 2.478
S 1.034 1.464 1.143
S 0.525 1.385 4.009
C -0.314 0.257 5.203
C 0.518 -0.936 5.542
C 1.346 -0.927 6.659
C 2.093 -2.046 6.984
C 2.030 -3.178 6.188
C 1.209 -3.191 5.073
C 0.457 -2.078 4.752
C -1.923 -2.242 -0.460
C -3.007 -3.113 -0.649
C -3.267 -3.717 -1.860
C -2.406 -3.513 -2.934
C -1.295 -2.725 -2.776
C -1.029 -2.054 -1.565
O 0.001 -1.266 -1.513
H -2.781 -0.766 2.491
H -2.747 -2.525 2.453
H -3.835 -1.645 1.374
H -1.267 -0.018 4.757
H -0.468 0.896 6.070
H 1.383 -0.052 7.293
H 2.713 -2.043 7.867
H 2.609 -4.054 6.437
H 1.137 -4.077 4.461
H -0.198 -2.099 3.895
H -3.653 -3.341 0.182
H -4.129 -4.357 -1.969
H -2.603 -3.982 -3.886
H -0.599 -2.577 -3.586
C 4.904 -3.235 0.995
C 5.570 -2.229 0.307
C 4.872 -1.206 -0.293
C 3.468 -1.176 -0.216
C 2.799 -2.204 0.471
C 3.515 -3.213 1.076
N 2.729 -0.183 -0.771
N 3.226 0.956 -1.086
C 2.645 1.925 -1.789
C 3.130 3.238 -1.603
C 2.606 4.284 -2.322
C 1.634 4.068 -3.304
C 1.174 2.793 -3.542
C 1.594 1.712 -2.744
H 5.466 -4.025 1.471
H 6.647 -2.234 0.252
H 5.375 -0.411 -0.822
H 1.713 -2.169 0.528
H 2.995 -3.992 1.616
H 3.904 3.388 -0.867
H 2.958 5.289 -2.142
H 1.284 4.893 -3.903
H 0.473 2.623 -4.350
Ge -0.668 1.534 -1.646
C -1.395 3.335 -1.122
C -2.772 3.533 -1.159
C -3.339 4.637 -0.549
C -2.533 5.565 0.088
C -1.158 5.397 0.096
C -0.593 4.277 -0.487
C -1.750 0.765 -3.171
C -3.070 0.402 -2.904
C -3.852 -0.221 -3.860
C -3.322 -0.507 -5.107
C -2.008 -0.174 -5.383
C -1.229 0.439 -4.419
H 1.452 0.687 -3.076
H -3.405 2.827 -1.677
H -4.411 4.763 -0.565
H -2.979 6.420 0.572
H -0.526 6.129 0.577
H 0.480 4.137 -0.462
H -3.495 0.604 -1.927
H -4.873 -0.493 -3.630
H -3.925 -0.993 -5.858
H -1.584 -0.403 -6.350
H -0.202 0.663 -4.664

Cartesian forces (eV/Å) of the 3 atoms listed first:
0.88 -1.53 1.04
0.00 0.13 0.12
-0.03 0.19 0.53



[7]
Below is C3H4FFeO3 as an isolated structure, with properties calculated with ωB97M-V/def2-TZVPD.

Summary:
Kohn-Sham gap (spin up / spin down)	9.105 / 6.427	eV
highest occupied orbital energy (spin up / spin down)	-14.08 / -15.69	eV
spin multiplicity	7
maximum force	0.08718	hartree/bohr
total charge	+1

Atoms and positions in Å:
F -2.448 0.888 -1.167
O 0.993 0.477 1.465
C 1.135 -0.606 0.832
C -1.296 0.724 -0.331
O 2.261 -1.156 0.725
O 0.120 -1.154 0.172
C -0.480 -0.426 -0.899
Fe 2.997 0.283 1.937
H -0.753 1.676 -0.397
H -1.693 0.483 0.664
H 0.295 -0.053 -1.578
H -1.131 -1.136 -1.423

Cartesian forces (eV/Å) of the 3 atoms listed first:
1.26 -0.20 0.71
1.39 0.21 0.84
-3.32 -0.93 -2.86



[8]
Below is a 3-piece molecular cluster, C28H40N4O7 overall, with properties calculated with ωB97M-V/def2-TZVPD.

Summary:
Kohn-Sham gap	6.953	eV
SMILES	CCCOc1ccc(CC(N)(N)N)c2c1C(=O)C(c1cccnc1)=C(CC(=O)O)C2=O.CC(C)O.CC(C)O
highest occupied orbital energy	-8.94	eV
maximum force	0.16587	hartree/bohr

Atoms and positions in Å:
C 6.590 -1.605 -0.166
C 5.869 -2.191 1.196
C 4.237 -2.161 1.043
O 3.659 -0.829 1.408
C 3.283 -0.243 0.096
C 4.224 0.868 -0.721
C 3.762 1.519 -2.175
C 2.361 1.085 -2.947
C 1.846 1.682 -4.387
C 2.806 2.836 -5.043
N 4.126 2.216 -5.448
N 2.946 4.091 -4.182
N 2.128 3.304 -6.348
C 1.419 -0.031 -2.132
C 1.874 -0.666 -0.653
C 0.765 -1.725 0.015
O 1.092 -2.784 0.761
C -0.827 -1.330 -0.312
C -2.007 -1.518 0.838
C -2.767 -0.157 1.448
C -3.867 -0.576 2.619
C -4.218 -2.084 3.117
N -3.518 -3.252 2.511
C -2.491 -2.934 1.479
C -1.248 -0.747 -1.649
C -2.791 -0.298 -2.015
C -3.799 -1.575 -2.221
O -3.721 -2.338 -3.314
O -4.833 -1.851 -1.201
C -0.043 -0.516 -2.785
O -0.247 -0.746 -4.084
H 7.257 -0.673 0.112
H 7.307 -2.468 -0.565
H 5.835 -1.395 -1.052
H 6.183 -3.319 1.327
H 6.161 -1.605 2.180
H 3.801 -2.959 1.806
H 3.959 -2.476 -0.054
H 5.246 1.272 -0.274
H 4.456 2.319 -2.676
H 1.628 0.816 -5.179
H 0.786 2.176 -4.182
H 4.113 1.226 -5.119
H 4.932 2.685 -4.978
H 2.638 3.904 -3.194
H 2.262 4.807 -4.535
H 2.345 2.646 -7.132
H 1.099 3.314 -6.136
H -2.545 0.934 1.091
H -4.446 0.315 3.155
H -5.032 -2.215 3.978
H -1.919 -3.887 1.037
H -2.718 0.273 -3.061
H -3.209 0.521 -1.254
H -4.767 -2.846 -1.050
C -9.467 -2.584 2.006
C -8.610 -1.576 2.756
C -8.899 -0.155 2.300
O -7.233 -1.872 2.538
H -9.263 -2.547 0.930
H -9.239 -3.603 2.336
H -10.532 -2.393 2.166
H -8.798 -1.663 3.832
H -8.675 -0.032 1.235
H -8.267 0.558 2.840
H -9.948 0.109 2.470
H -7.058 -1.797 1.586
C 3.936 2.585 4.936
C 3.760 2.914 3.463
C 2.816 1.932 2.785
O 5.028 2.873 2.814
H 4.369 1.586 5.066
H 4.627 3.292 5.408
H 2.980 2.623 5.467
H 3.370 3.932 3.357
H 3.209 0.911 2.838
H 2.708 2.174 1.722
H 1.826 1.951 3.251
H 5.382 1.973 2.903

Cartesian forces (eV/Å) of the 3 atoms listed first:
0.80 -0.81 0.19
-0.76 0.08 -0.37
1.05 -2.01 0.84



[9]
Below is C3H6N4 as an isolated structure, with properties calculated with ωB97M-V/def2-TZVPD.

Summary:
Kohn-Sham gap	9.841	eV
highest occupied orbital energy	-8.79	eV
maximum force	0.02534	hartree/bohr

Atoms and positions in Å:
C 1.914 -0.587 -0.284
N 0.421 1.272 0.710
C -1.262 -0.096 0.109
C 0.636 -0.044 0.249
N -2.580 -0.115 -0.087
N -0.359 0.859 -0.499
N -0.450 -0.898 0.724
H 1.147 1.908 0.378
H -3.022 0.699 -0.477
H -3.126 -0.807 0.396
H 1.704 -1.430 -0.939
H 2.458 0.179 -0.832
H 2.517 -0.940 0.552

Cartesian forces (eV/Å) of the 3 atoms listed first:
-0.24 0.09 -0.04
0.03 0.41 1.14
1.03 -0.54 0.30



[10]
Below is a 2-piece molecular cluster, C5H9F2N2 overall, with properties calculated with ωB97M-V/def2-TZVPD.

Summary:
Kohn-Sham gap	11.463	eV
highest occupied orbital energy	-14.64	eV
maximum force	0.02150	hartree/bohr
total charge	+1

Atoms and positions in Å:
F 2.083 0.878 1.600
F 0.369 2.525 -0.062
C 1.914 2.249 1.722
C 1.635 2.871 0.387
H 1.086 2.438 2.432
H 2.835 2.681 2.158
H 1.695 3.974 0.462
H 2.376 2.545 -0.369
C -0.717 -2.739 -0.194
C -1.761 -3.130 -0.990
C -1.592 -0.916 -1.122
N -0.641 -1.372 -0.300
N -2.276 -1.984 -1.544
H -0.034 -3.319 0.427
H -2.169 -4.119 -1.199
H -1.773 0.123 -1.395
H 0.048 -0.767 0.183
H -3.078 -1.938 -2.197

Cartesian forces (eV/Å) of the 3 atoms listed first:
-0.12 -0.29 -0.12
-0.25 -0.23 -0.09
0.01 0.71 0.64